# 1
The following is a DFT calculation (ωB97M-V/def2-TZVPD) of a cluster of 2 separate species, BrF2N in total in a non-equilibrium geometry.

Output
- Highest occupied orbital energy (alpha / beta): -10.92 / -10.92 eV
- Energy: -76960.0942 eV
- Relative energy (zero: lowest compared OMol25 entry of this formula, charge and spin): 244.8 kJ/mol

The geometry in ORCA input format:
```
! RIJCOSX wB97M-V def2-TZVPD def2/J DEFGRID3
* xyz 0 1
N 0.38758 0.24387 -0.40347
F 1.15467 -0.65047 0.19537
F -1.46126 -1.15599 -0.43878
Br -0.08099 1.56259 0.64688
*
```

natural (NBO) analysis output, partial charges in e: N 0.16; F -0.13; F -0.50; Br 0.47

# 2
The following is a DFT calculation (ωB97M-V/def2-TZVPD) of a structure of composition BrF2NS in a non-equilibrium geometry.

Output
- Highest occupied orbital energy: -10.95 eV
- Energy: -87798.8548 eV
- Relative energy (zero: lowest compared OMol25 entry of this formula, charge and spin): 153.1 kJ/mol

The geometry in ORCA input format:
```
! RIJCOSX wB97M-V def2-TZVPD def2/J DEFGRID3
* xyz 0 1
N -0.75865 0.18265 -0.91224
F 0.52178 -1.24913 0.79929
F 1.77308 1.17968 0.56460
S 0.66158 -0.27557 -0.65019
Br -2.19778 0.16236 0.19855
*
```

natural (NBO) analysis output, partial charges in e: N -0.84; F -0.48; F -0.63; S 1.58; Br 0.37

# 3
The following is a DFT calculation (ωB97M-V/def2-TZVPD) of a cluster of 9 separate species, BrH16O8 in total in a non-equilibrium geometry.

Output
- Highest occupied orbital energy: -6.08 eV
- Energy: -86685.9305 eV
- Relative energy (zero: lowest compared OMol25 entry of this formula, charge and spin): 68.6 kJ/mol

The geometry in ORCA input format:
```
! RIJCOSX wB97M-V def2-TZVPD def2/J DEFGRID3
* xyz -1 1
Br -33.22461 -17.00798 -3.78185
O -34.01554 -15.66689 -6.74351
H -33.16413 -16.02593 -6.94816
H -34.11451 -16.03870 -5.85666
O -33.70431 -15.10645 -0.90042
H -33.83698 -15.35901 0.01925
H -33.68778 -15.87601 -1.46021
O -31.13486 -15.24247 -1.38341
H -32.06374 -14.89788 -1.34705
H -31.24364 -16.17440 -1.70744
O -31.21179 -15.85744 -6.45215
H -31.52293 -15.89726 -5.57116
H -31.07772 -14.93940 -6.76708
O -33.30159 -13.52014 -3.60352
H -33.43225 -14.47121 -3.61854
H -33.58515 -13.34771 -4.50801
O -30.30212 -17.74985 -1.89529
H -31.08062 -18.20638 -2.24251
H -29.96446 -18.13505 -1.10632
O -30.56995 -18.57547 -4.89155
H -29.94955 -17.84843 -4.84080
H -31.38980 -18.10229 -4.68710
O -32.38271 -19.73703 -2.07909
H -32.45929 -19.52457 -1.15859
H -33.12609 -19.32831 -2.56147
*
```

Results of the natural (NBO) charge analysis, in e, for atoms 1 through 5: Br -0.92; O -0.99; H 0.48; H 0.48; O -0.95

# 4
The following is a DFT calculation (ωB97M-V/def2-TZVPD) of a cluster of 10 separate species, BrH18O9 in total.

Output
- Highest occupied orbital energy: -6.66 eV
- Energy: -88766.3071 eV
- Relative energy (zero: lowest compared OMol25 entry of this formula, charge and spin): 62.6 kJ/mol

The geometry in ORCA input format:
```
! RIJCOSX wB97M-V def2-TZVPD def2/J DEFGRID3
* xyz -1 1
Br -0.02628 0.25633 -0.13675
O -1.17648 2.46355 -2.60018
H -0.87429 2.38385 -1.69544
H -0.37474 2.45121 -3.12296
O 2.48230 2.29856 0.47205
H 2.11159 1.41646 0.44535
H 3.38102 2.17207 0.77626
O -1.49897 1.06993 3.05668
H -1.07558 0.23833 3.26980
H -1.32905 1.19335 2.12281
O -0.70108 -2.46555 1.77140
H -0.50481 -1.97033 0.97612
H -1.65134 -2.40046 1.86626
O 0.54508 -3.24006 -1.52639
H 0.70010 -3.80651 -0.77053
H 0.75377 -2.35986 -1.21347
O -3.17597 1.65348 0.41056
H -2.43713 1.05900 0.28035
H -2.80727 2.52697 0.27897
O 1.67931 -0.38188 2.80071
H 1.10051 -0.27713 2.04556
H 2.47560 -0.77220 2.44044
O 3.16321 0.32650 -1.66228
H 2.82906 0.33332 -2.55925
H 2.38158 0.24641 -1.11561
O -2.37877 -1.46329 -2.16642
H -1.82582 -2.21815 -2.36805
H -1.76553 -0.73392 -2.07598
*
```

Results of the natural (NBO) charge analysis, in e, for atoms 1 through 5: Br -0.93; O -0.95; H 0.49; H 0.46; O -0.94

# 5
The following is a DFT calculation (ωB97M-V/def2-TZVPD) of a cluster of 2 separate species, BrH2IO2Si in total in a non-equilibrium geometry.

Output
- Highest occupied orbital energy: -9.17 eV
- Energy: -90150.7278 eV
- Relative energy (zero: lowest compared OMol25 entry of this formula, charge and spin): 230.2 kJ/mol

The geometry in ORCA input format:
```
! RIJCOSX wB97M-V def2-TZVPD def2/J DEFGRID3
* xyz 0 1
O 0.51382 0.31539 -1.29409
O 0.18442 0.56850 1.38442
Si 1.00534 -0.11958 0.21106
Br -0.02506 -3.11286 -0.33453
I 3.46391 -0.35051 0.09573
H -0.13029 -0.32420 -1.54642
H 0.17851 0.94076 2.25711
*
```

Results of the natural (NBO) charge analysis, in e, for atoms 1 through 5: O -1.09; O -1.14; Si 1.89; Br -0.62; I -0.12

# 6
The following is a DFT calculation (ωB97M-V/def2-TZVPD) of an isolated molecule of BrH2NOS in a non-equilibrium geometry.

Output
- Highest occupied orbital energy: -10.26 eV
- Energy: -84446.8385 eV
- Relative energy (zero: lowest compared OMol25 entry of this formula, charge and spin): 19.8 kJ/mol

The geometry in ORCA input format:
```
! RIJCOSX wB97M-V def2-TZVPD def2/J DEFGRID3
* xyz 0 1
N -0.42646 0.03303 0.08818
O -1.55768 2.24745 -0.42504
S -1.62674 1.05584 0.51929
Br -3.39117 -0.36253 -0.07098
H -0.41873 -0.25183 -0.97682
H -0.36444 -0.90874 0.42988
*
```

Results of the natural (NBO) charge analysis, in e, for atoms 1 through 5: N -1.05; O -0.85; S 1.38; Br -0.30; H 0.41

# 7
The following is a DFT calculation (ωB97M-V/def2-TZVPD) of an isolated molecule of BrH2O2PS in a non-equilibrium geometry.

Output
- Highest occupied orbital energy: -9.76 eV
- Energy: -94294.9530 eV
- Relative energy (zero: lowest compared OMol25 entry of this formula, charge and spin): 133.1 kJ/mol
- SMILES: OP(O)(=S)Br

The geometry in ORCA input format:
```
! RIJCOSX wB97M-V def2-TZVPD def2/J DEFGRID3
* xyz 0 1
O -1.36402 -1.07053 0.85637
O 0.39804 0.38201 -0.50639
P -1.04009 0.48416 0.89411
S -2.60501 1.56328 0.67083
Br -0.19925 0.73845 2.87440
H -1.50562 -1.36066 -0.03663
H 1.23660 0.84587 -0.19981
*
```

Results of the natural (NBO) charge analysis, in e, for atoms 1 through 5: O -0.98; O -0.95; P 1.48; S -0.44; Br -0.12

# 8
The following is a DFT calculation (ωB97M-V/def2-TZVPD) of an isolated molecule of BrH3NP in a non-equilibrium geometry.

Output
- Highest occupied orbital energy: -9.34 eV
- Energy: -80870.3457 eV
- Relative energy (zero: lowest compared OMol25 entry of this formula, charge and spin): 14.1 kJ/mol
- SMILES: NPBr

The geometry in ORCA input format:
```
! RIJCOSX wB97M-V def2-TZVPD def2/J DEFGRID3
* xyz 0 1
N -0.58761 0.84333 -0.25180
P 0.94801 -0.08140 -0.27892
Br 1.30919 -1.44266 1.51405
H -0.72144 1.63299 0.44128
H -1.34253 0.24225 -0.50198
H 0.39438 -1.19450 -0.92264
*
```

Results of the natural (NBO) charge analysis, in e, for atoms 1 through 5: N -1.14; P 0.71; Br -0.31; H 0.41; H 0.39